This record from OMol25 describes C48H41Cl4N2O9PS3Ta as an isolated structure at a distorted geometry. The level of theory is wB97M-V/def2-TZVPD.

```
109
Properties=species:S:1:pos:R:3:mulliken_charge:R:1
Ta -1.00 0.32 -1.87 3.138
Cl -2.82 6.80 -1.11 -0.226
C -1.88 5.35 -1.01 0.112
C -0.48 5.40 -0.99 0.487
Cl 0.13 6.97 -0.38 -0.263
C 0.33 4.31 -1.28 0.022
Cl 2.01 4.60 -1.54 -0.211
C -0.29 3.03 -1.14 -0.141
O 0.33 1.90 -1.28 -0.874
C -1.70 2.90 -0.83 -0.278
O -2.18 1.71 -0.82 -0.854
C -2.50 4.08 -0.88 0.558
Cl -4.16 3.85 -0.29 -0.244
O 1.95 -1.58 -2.51 -0.616
S 1.52 -1.80 -1.02 0.849
O 2.66 -1.45 -0.18 -0.574
O 0.29 -1.01 -0.78 -0.860
C 1.23 -3.57 -1.07 0.135
C 1.68 -4.43 -0.06 -0.671
C 1.55 -5.78 -0.23 -0.505
C 0.98 -6.31 -1.37 -0.644
C 0.31 -5.42 -2.23 -0.501
C 0.39 -4.06 -2.08 -0.176
S -0.99 -3.31 -3.16 0.889
O -0.35 -3.07 -4.44 -0.681
O -2.12 -4.24 -3.14 -0.639
O 0.33 -0.10 -3.52 -0.450
H 2.30 -4.01 0.69 0.471
H 1.84 -6.48 0.55 0.347
H 1.09 -7.39 -1.64 0.343
H -0.40 -5.83 -2.98 0.360
C 1.87 1.96 -4.10 -0.261
N 1.22 1.18 -5.09 0.614
C 1.81 1.15 -6.38 -1.249
C 0.12 0.35 -4.85 -0.999
C -1.27 1.05 -4.86 0.451
C -1.85 1.46 -6.04 -0.381
C -3.02 2.20 -6.05 -0.755
C -3.60 2.55 -4.81 -0.955
C -3.06 2.08 -3.62 -0.490
C -1.86 1.31 -3.66 0.335
H 2.66 1.31 -3.60 0.123
H 1.29 2.33 -3.29 -0.382
H 2.42 2.84 -4.49 0.378
H 2.82 0.78 -6.25 0.387
H 1.97 2.21 -6.65 0.327
H 1.21 0.64 -7.16 0.299
H 1.21 -1.01 -3.05 0.165
H 0.17 -0.54 -5.45 1.012
H -1.38 1.26 -7.01 0.275
H -3.47 2.55 -7.00 0.318
H -4.40 3.27 -4.67 0.443
H -3.53 2.21 -2.65 0.447
C 1.27 -0.52 7.36 -0.492
C 0.66 -1.16 6.29 -0.556
C 0.98 -0.76 5.04 -0.651
C 2.12 0.00 4.80 -0.056
C 2.94 0.45 5.80 -0.112
C 2.53 0.11 7.10 -0.757
P 2.33 0.76 3.19 2.471
C 4.01 0.17 2.62 0.194
C 4.55 0.59 1.42 -0.203
C 5.84 0.23 1.05 -0.954
C 6.42 -0.84 1.74 -0.146
C 5.84 -1.37 2.85 -0.775
C 4.56 -0.96 3.22 -0.543
C 2.43 2.57 3.42 0.465
C 3.61 3.32 3.56 -0.188
C 3.45 4.58 4.18 -0.522
C 2.22 5.13 4.53 -0.610
C 1.03 4.48 4.14 -0.577
C 1.12 3.21 3.60 -0.690
H 0.74 -0.41 8.32 0.376
H -0.21 -1.87 6.48 0.357
H 0.40 -1.10 4.19 0.420
H 3.90 0.97 5.69 0.417
H 3.13 0.42 7.91 0.421
H 3.94 1.23 0.78 0.677
H 6.29 0.73 0.22 0.481
H 7.34 -1.37 1.31 0.275
H 6.35 -2.15 3.44 0.371
H 4.04 -1.49 4.01 0.438
H 4.60 2.92 3.35 0.435
H 4.35 5.15 4.37 0.411
H 2.14 6.00 5.17 0.413
H 0.06 4.92 4.18 0.466
H 0.28 2.58 3.24 0.263
C -3.67 -4.68 2.64 -1.317
C -4.26 -3.79 1.56 0.956
C -3.84 -2.39 1.54 -0.423
C -4.28 -1.55 0.51 -0.545
C -4.98 -2.14 -0.56 0.480
C -5.42 -3.53 -0.58 -0.552
C -5.03 -4.31 0.48 -0.483
S -5.61 -0.98 -1.72 -0.010
C -6.96 -0.25 -0.76 -0.881
O -2.33 -0.78 -1.74 -0.309
H -3.34 -3.99 3.43 0.326
H -2.80 -5.24 2.20 0.238
H -4.41 -5.39 3.10 0.349
H -3.19 -2.02 2.40 0.027
H -4.02 -0.49 0.50 0.313
H -5.99 -3.88 -1.48 0.301
H -5.36 -5.35 0.58 0.339
H -6.70 0.76 -0.37 0.197
H -7.25 -0.85 0.06 0.370
H -7.83 -0.27 -1.49 0.278
N -0.25 -0.07 2.09 -0.483
C 0.86 0.18 2.40 -0.093
```

Output
- Charge: -1
- Energy: -6074.006236 Ha
- Energy above the lowest of the compared OMol25 structures with the same formula, charge and spin: 254.84 kJ/mol
- Highest occupied orbital energy: -3.3 eV
- LUMO: -0.1 eV


This record from OMol25 describes C48H41EuN3O4P2 as an isolated structure at a distorted geometry. The level of theory is wB97M-V/def2-TZVPD.

```
99
Properties=species:S:1:pos:R:3:lowdin_spin:R:1
Eu -1.76 -0.68 -0.98 7.019
C -1.47 -5.21 -2.68 0.000
O -1.92 -4.24 -3.68 0.001
C -2.11 -3.07 -3.04 0.003
N -1.69 -3.03 -1.81 -0.009
C -1.07 -4.36 -1.48 0.000
C 0.40 -4.30 -1.29 0.000
C 1.00 -4.77 -0.15 0.000
C 2.42 -4.88 -0.09 0.000
C 3.20 -4.58 -1.19 0.000
C 2.57 -4.03 -2.33 0.000
C 1.20 -3.95 -2.41 0.000
C -2.61 -2.00 -3.87 0.004
C -3.05 -2.28 -5.20 0.000
C -3.34 -1.22 -5.99 0.003
C -3.15 0.08 -5.52 0.000
C -2.69 0.27 -4.22 0.002
N -2.58 -0.77 -3.36 -0.006
C -2.33 1.51 -3.68 0.001
N -1.73 1.66 -2.52 -0.004
C -1.73 3.14 -2.22 0.000
C -1.95 3.74 -3.63 0.000
O -2.45 2.58 -4.41 0.000
C -0.48 3.70 -1.62 0.000
C -0.48 5.00 -1.25 0.000
C 0.66 5.48 -0.48 0.000
C 1.92 5.04 -1.23 0.000
C 1.95 3.76 -1.63 0.000
C 0.79 2.86 -1.29 0.000
H -0.64 -5.85 -3.02 0.000
H -2.33 -5.85 -2.46 0.000
H -1.48 -4.70 -0.53 0.000
H 0.47 -5.05 0.74 0.000
H 2.83 -5.21 0.88 0.000
H 4.32 -4.68 -1.16 0.000
H 3.16 -3.73 -3.18 0.000
H 0.71 -3.59 -3.32 0.000
H -3.12 -3.30 -5.55 0.000
H -3.62 -1.37 -7.04 0.000
H -3.33 0.93 -6.21 0.000
H -2.60 3.40 -1.61 0.000
H -1.01 4.10 -4.12 0.000
H -2.76 4.49 -3.70 0.000
H -1.27 5.68 -1.57 0.000
H 0.65 6.59 -0.41 0.000
H 2.68 5.80 -1.34 0.000
H 2.84 3.33 -2.12 0.000
H 0.71 1.99 -1.94 0.000
O 0.38 -0.39 -0.49 -0.011
P 1.13 0.49 0.48 0.000
C 0.70 0.08 2.20 0.000
P -1.03 -0.47 2.59 0.000
O -1.92 -0.40 1.33 -0.009
C -1.40 0.62 3.98 0.000
C -0.63 0.67 5.17 0.000
C -1.10 1.42 6.25 0.000
C -2.31 2.17 6.16 0.000
C -3.03 2.13 4.94 0.000
C -2.57 1.33 3.87 0.000
C -1.17 -2.11 3.25 0.000
C -0.95 -2.42 4.57 0.000
C -0.63 -3.76 4.90 0.000
C -0.54 -4.72 3.92 0.000
C -1.04 -4.45 2.65 0.000
C -1.32 -3.14 2.27 0.001
C 0.80 2.34 0.28 0.001
C 1.92 3.06 1.04 0.000
C 1.77 4.32 1.50 0.000
C 0.56 5.03 1.09 0.000
C -0.63 4.09 1.25 0.000
C -0.51 2.80 0.93 0.001
C 2.92 0.36 0.27 0.000
C 3.29 0.55 -1.07 0.000
C 4.65 0.60 -1.44 0.000
C 5.61 0.46 -0.44 0.000
C 5.25 0.13 0.87 0.000
C 3.91 0.13 1.27 0.000
H 0.94 0.96 2.82 0.000
H 1.34 -0.78 2.45 0.000
H 0.29 0.06 5.22 0.000
H -0.57 1.45 7.20 0.000
H -2.76 2.74 7.01 0.000
H -3.93 2.69 4.75 0.000
H -3.24 1.27 2.99 0.000
H -1.05 -1.67 5.38 0.000
H -0.44 -3.99 5.94 0.000
H -0.11 -5.72 4.15 0.000
H -1.22 -5.25 1.88 0.000
H -1.72 -2.87 1.29 0.001
H 2.91 2.62 1.18 0.000
H 2.61 4.88 1.92 0.000
H 0.41 5.94 1.65 0.000
H -1.61 4.51 1.55 0.000
H -1.34 2.13 1.07 0.001
H 2.51 0.54 -1.84 0.000
H 4.92 0.68 -2.47 0.000
H 6.67 0.50 -0.73 0.000
H 6.00 -0.10 1.63 0.000
H 3.59 0.04 2.30 0.000
```

Output
- Charge: +2
- Energy: -3711.569861 Ha
- 2S+1: 8
- Highest occupied orbital energy (spin up / spin down): -12.0 / -12.5 eV
- LUMO (spin up / spin down): -5.6 / -5.6 eV


This record from OMol25 describes C48H41N5P2S2ScTe as an isolated structure at a distorted geometry. The level of theory is wB97M-V/def2-TZVPD.

```
100
Properties=species:S:1:pos:R:3:mulliken_charge:R:1
Sc 1.20 -1.28 -0.30 -0.950
C 3.79 -6.17 1.06 -0.763
S 4.28 -5.43 -0.52 -0.140
C 3.29 -3.94 -0.40 0.378
S 1.59 -4.06 -0.68 -0.497
N 3.94 -2.89 -0.03 -1.513
N 3.22 -1.72 0.03 1.788
C 3.86 -0.74 0.71 -1.358
C 3.27 0.60 0.67 0.297
C 3.30 1.31 1.96 -0.902
C 2.31 2.00 2.57 -1.603
C 1.88 3.21 -0.16 -0.765
C 1.68 1.91 -0.59 -0.158
N 2.26 0.73 -0.31 1.074
H 4.06 -7.23 1.04 0.329
H 2.71 -6.07 1.17 0.197
H 4.31 -5.67 1.88 0.231
H 4.45 -1.02 1.57 0.574
H 4.26 1.27 2.46 0.533
H 2.58 2.56 3.46 0.420
H 1.01 3.85 -0.29 0.287
H 0.84 1.79 -1.26 0.823
C -2.46 0.45 2.51 -1.423
N -1.47 0.79 1.48 1.616
P 0.23 0.47 1.72 -0.379
C 0.91 2.08 2.19 0.905
C 2.99 3.83 0.45 -0.178
C 2.87 4.87 1.35 -0.904
C 1.74 5.22 2.13 -0.655
C 0.56 4.55 2.49 -0.875
C 0.15 3.20 2.42 -0.540
C 0.42 -0.38 3.35 0.753
C 1.18 -1.56 3.34 -0.109
C 1.48 -2.22 4.52 -1.048
C 1.00 -1.73 5.72 -0.676
C 0.25 -0.56 5.75 -0.784
C -0.01 0.12 4.57 -0.231
P -1.72 0.41 -0.20 0.301
C -3.56 0.44 -0.38 0.633
C -4.36 1.44 0.18 -0.140
C -5.70 1.54 -0.15 -0.852
C -6.26 0.67 -1.07 -0.682
C -5.48 -0.33 -1.63 -0.700
C -4.14 -0.45 -1.28 -0.355
C -1.59 2.02 -1.12 0.768
C -1.59 3.30 -0.61 -0.445
C -1.52 4.39 -1.46 -0.441
C -1.44 4.20 -2.84 -0.784
C -1.43 2.92 -3.36 -0.627
C -1.50 1.83 -2.50 -0.542
H -2.08 -0.29 3.21 0.432
H -3.36 0.04 2.06 0.608
H -2.74 1.35 3.08 0.074
H 3.99 3.53 0.15 0.350
H 3.75 5.47 1.53 0.327
H 1.79 6.22 2.54 0.362
H -0.19 5.21 2.92 0.287
H -0.93 3.04 2.48 0.227
H 1.53 -1.96 2.39 0.463
H 2.09 -3.12 4.49 0.530
H 1.22 -2.25 6.64 0.387
H -0.12 -0.17 6.69 0.423
H -0.54 1.07 4.60 0.376
H -3.92 2.15 0.87 0.308
H -6.31 2.32 0.30 0.423
H -7.30 0.77 -1.35 0.370
H -5.92 -1.02 -2.34 0.444
H -3.53 -1.23 -1.71 0.195
H -1.62 3.46 0.47 0.219
H -1.51 5.40 -1.06 0.448
H -1.39 5.06 -3.50 0.349
H -1.34 2.76 -4.43 0.457
H -1.48 0.82 -2.90 0.328
C -2.55 -3.51 1.27 -0.933
C -3.06 -4.00 0.08 -1.088
C -2.46 -3.63 -1.11 -0.232
C -1.37 -2.75 -1.13 0.413
C -0.79 -2.28 0.08 0.932
C -1.43 -2.69 1.26 -0.075
C -0.77 -2.32 -2.40 1.008
C -1.34 -2.67 -3.65 -1.206
C -0.76 -2.25 -4.81 -1.483
C 0.43 -1.49 -4.78 1.199
C 1.10 -1.04 -5.93 -0.995
C 2.26 -0.32 -5.82 -0.543
C 2.80 -0.04 -4.56 -1.166
C 2.17 -0.47 -3.42 -0.335
C 0.96 -1.18 -3.50 0.098
N 0.33 -1.57 -2.35 1.269
H -3.01 -3.78 2.21 0.454
H -3.90 -4.68 0.07 0.369
H -2.86 -4.04 -2.03 0.311
H -1.03 -2.37 2.22 0.147
H -2.23 -3.27 -3.69 0.521
H -1.21 -2.49 -5.77 0.384
H 0.68 -1.28 -6.90 0.402
H 2.76 0.03 -6.71 0.385
H 3.73 0.51 -4.48 0.481
H 2.60 -0.28 -2.44 0.783
Te 5.26 0.70 -0.43 -0.373
```

Output
- Charge: -1
- Energy: -4635.364472 Ha
- Energy above the lowest of the compared OMol25 structures with the same formula, charge and spin: 449.17 kJ/mol
- Highest occupied orbital energy: -4.0 eV
- LUMO: 1.8 eV


This record from OMol25 describes C48H42CaCl5N4O6P as an isolated structure at a distorted geometry. The level of theory is wB97M-V/def2-TZVPD.

```
107
Properties=species:S:1:pos:R:3:mulliken_charge:R:1
Ca 0.32 -0.72 0.39 2.056
Cl -0.46 -3.81 -0.77 -0.194
C 1.20 -3.54 -1.18 1.320
C 1.81 -2.37 -0.72 -0.894
C 3.13 -2.23 -1.16 0.294
Cl 4.00 -0.77 -0.79 -0.189
C 3.80 -3.17 -1.94 0.055
Cl 5.46 -2.93 -2.41 -0.232
C 3.15 -4.32 -2.35 0.112
Cl 3.95 -5.49 -3.33 -0.250
C 1.82 -4.51 -1.97 -0.131
Cl 0.99 -5.94 -2.48 -0.228
N -8.18 0.54 -6.36 -0.620
C -7.24 0.47 -5.70 -0.023
C -6.08 0.40 -4.87 0.564
C -5.49 -0.84 -4.58 -0.951
C -4.36 -0.89 -3.79 -0.161
C -3.81 0.27 -3.24 -0.342
C -4.41 1.49 -3.52 0.084
C -5.53 1.56 -4.33 -1.056
C -2.60 0.20 -2.39 2.243
C -2.68 0.73 -1.10 -1.408
C -3.87 1.20 -0.46 -0.696
C -3.50 1.64 0.78 -1.902
C -2.10 1.41 0.86 -0.568
N -1.61 0.86 -0.24 2.022
C -1.45 -0.33 -2.98 -0.857
C -1.28 -0.59 -4.38 -0.880
C 0.05 -0.93 -4.55 -1.920
C 0.63 -0.89 -3.26 -0.435
N -0.25 -0.54 -2.33 1.365
H -5.92 -1.73 -5.00 0.431
H -3.89 -1.85 -3.58 0.550
H -3.99 2.39 -3.09 0.564
H -5.98 2.52 -4.57 0.435
H -4.87 1.19 -0.88 0.645
H -4.12 2.06 1.56 0.430
H -1.44 1.65 1.69 0.352
H -2.04 -0.49 -5.14 0.561
H 0.55 -1.18 -5.47 0.451
H 1.66 -1.09 -3.01 0.591
O 1.59 1.15 -1.08 -0.300
C 1.59 2.39 -0.40 4.223
C 1.20 2.17 1.13 -1.030
O 1.17 3.15 1.87 -0.772
O 0.99 0.96 1.45 -0.247
C 3.04 2.88 -0.43 -1.099
C 3.48 3.72 -1.44 -0.276
C 4.81 4.12 -1.51 -0.832
C 5.71 3.67 -0.55 -0.588
C 5.28 2.81 0.45 -0.952
C 3.95 2.42 0.51 0.124
C 0.63 3.39 -1.02 -0.938
C -0.20 3.02 -2.07 -0.189
C -1.11 3.93 -2.60 -0.511
C -1.20 5.21 -2.08 -0.617
C -0.37 5.59 -1.04 -0.989
C 0.55 4.69 -0.52 0.026
H 0.69 0.81 -1.07 -1.305
H 2.78 4.07 -2.19 0.454
H 5.15 4.76 -2.31 0.385
H 6.75 3.98 -0.59 0.369
H 5.98 2.44 1.19 0.437
H 3.62 1.74 1.29 0.593
H -0.14 2.03 -2.48 0.444
H -1.75 3.63 -3.42 0.496
H -1.92 5.92 -2.50 0.377
H -0.44 6.59 -0.63 0.362
H 1.20 4.98 0.30 0.460
C 5.79 -0.72 2.27 -0.611
O 4.73 -1.65 2.40 -0.400
P 3.17 -1.09 2.47 0.743
O 3.35 -0.31 3.89 -0.432
C 2.66 0.89 4.23 -0.208
O 2.60 -2.48 3.13 -0.548
C 2.29 -3.61 2.33 -0.434
H 6.72 -1.27 2.46 0.320
H 5.71 0.08 3.01 0.278
H 5.83 -0.29 1.27 0.179
H 1.91 1.16 3.49 -0.382
H 3.38 1.70 4.33 0.279
H 2.16 0.74 5.20 0.300
H 1.24 -3.59 2.02 -0.016
H 2.46 -4.49 2.95 0.314
H 2.92 -3.68 1.45 0.273
C -2.18 -1.91 5.81 -0.988
N -1.01 -1.50 5.07 0.180
C -1.18 -0.16 4.52 -0.848
C -0.57 -2.46 4.04 -1.507
C -1.54 -2.68 2.91 -0.110
C -2.60 -3.57 3.14 -0.513
C -3.65 -3.68 2.24 -0.859
C -3.62 -2.92 1.08 -0.793
C -2.51 -2.12 0.82 -0.244
C -1.43 -1.96 1.70 1.211
H -2.33 -1.23 6.65 0.349
H -2.02 -2.92 6.20 0.293
H -3.10 -1.92 5.20 0.319
H -1.29 0.55 5.35 0.519
H -2.06 -0.08 3.87 0.279
H -0.30 0.11 3.94 0.038
H -0.36 -3.40 4.57 0.652
H 0.37 -2.07 3.66 -0.471
H -2.60 -4.20 4.03 0.319
H -4.48 -4.35 2.44 0.333
H -4.44 -2.97 0.38 0.385
H -2.50 -1.59 -0.13 0.498
```

Output
- Charge: -2
- Energy: -5844.877239 Ha
- Energy above the lowest of the compared OMol25 structures with the same formula, charge and spin: 115.80 kJ/mol
- Highest occupied orbital energy: -2.5 eV
- LUMO: 3.5 eV


Q: Which of these has the lowest charge?
A: C48H42CaCl5N4O6P


Q: Among the records above, which one has the highest charge?
A: C48H41EuN3O4P2